{"formula": "C20H25F9N3O6PSV", "method": "ωB97M-V/def2-TZVPD", "species": ["C", "C", "N", "N", "C", "O", "C", "C", "C", "C", "C", "C", "C", "C", "F", "F", "C", "F", "F", "S", "F", "F", "F", "F", "F", "C", "P", "O", "C", "C", "C", "O", "N", "C", "C", "C", "C", "O", "H", "H", "H", "H", "H", "H", "H", "H", "H", "H", "H", "H", "H", "H", "H", "H", "H", "H", "H", "H", "H", "H", "H", "H", "H", "O", "V", "O"], "positions_angstrom": [[-4.8561, -2.5231, 4.0881], [-4.8362, -3.4453, 2.7909], [-3.6229, -3.2967, 1.9449], [-3.7843, -2.4084, 0.8956], [-3.2650, -2.8302, -0.4002], [-3.6043, -3.8286, -0.9598], [-2.2510, -1.7511, -0.8450], [-1.3410, -1.6928, -1.9606], [-0.4655, -0.4960, -2.0623], [0.5395, -0.4204, -3.2629], [2.0526, -0.2219, -2.8248], [2.8591, 0.7270, -3.8162], [4.4053, 0.7731, -3.5190], [4.9740, 2.2449, -3.2964], [4.3027, 3.1140, -4.1264], [6.2947, 2.1766, -3.7300], [4.8458, 2.5511, -1.7585], [3.6872, 2.0748, -1.1915], [5.8561, 1.8383, -1.1452], [5.0437, 4.3456, -1.2359], [4.2728, 4.0153, 0.1851], [3.6572, 4.8013, -1.9467], [5.9629, 4.7227, -2.5195], [6.4449, 3.9810, -0.4372], [5.2241, 5.8786, -0.7180], [-0.5772, 0.5994, -1.0624], [0.4216, 2.1763, -1.1139], [1.1037, 2.5166, 0.1843], [-1.5285, 0.4928, 0.0717], [-1.6507, 1.6000, 1.1822], [-0.7014, 1.1122, 2.3615], [-0.9241, 1.3330, 3.5206], [0.4558, 0.3213, 1.9565], [0.2886, -1.1221, 2.2607], [1.7069, 0.7761, 2.6104], [-2.3858, -0.6783, 0.1708], [-3.4811, -1.0269, 1.2052], [-3.9489, -0.2783, 2.0045], [-5.5134, -1.6414, 3.8378], [-5.2845, -3.0066, 4.9975], [-3.8519, -2.0684, 4.3171], [-5.7588, -3.2275, 2.1815], [-4.9337, -4.5105, 3.1482], [-3.4616, -4.2212, 1.5253], [-1.2990, -2.5301, -2.6909], [0.1615, 0.3614, -3.9728], [0.4321, -1.4026, -3.8064], [2.5332, -1.2390, -2.8995], [2.1344, 0.0873, -1.7519], [2.7391, 0.2496, -4.8314], [2.3348, 1.7130, -3.7986], [4.5859, 0.2229, -2.5503], [4.9952, 0.2287, -4.2996], [-0.5317, 3.2084, -1.4251], [1.3771, 2.2007, -2.1620], [-2.7041, 1.7123, 1.5341], [-1.3075, 2.6035, 0.8280], [0.9274, -1.4740, 3.1220], [0.6759, -1.6891, 1.3611], [-0.7879, -1.4062, 2.3693], [1.9165, 1.8534, 2.4052], [1.6740, 0.5257, 3.7033], [2.5488, 0.1731, 2.1659], [-7.4436, -3.9842, 3.2532], [-8.2595, -4.9635, 4.4050], [-9.0737, -5.9278, 5.5338]], "charge": 1, "max_force_ev_per_a": 4.040, "orbital_gap_ev": 1.9}

---

{"formula": "C43H56N8O6SiZr", "method": "ωB97M-V/def2-TZVPD", "species": ["Zr", "C", "C", "C", "C", "C", "C", "C", "H", "H", "H", "H", "H", "H", "H", "H", "O", "C", "C", "C", "C", "C", "C", "C", "O", "N", "N", "C", "C", "C", "C", "C", "C", "N", "H", "H", "H", "H", "H", "H", "H", "H", "H", "H", "C", "C", "N", "C", "C", "N", "C", "N", "N", "N", "C", "C", "C", "C", "C", "C", "H", "H", "H", "H", "H", "H", "H", "H", "H", "H", "H", "C", "C", "C", "C", "O", "Si", "O", "O", "C", "C", "C", "C", "O", "C", "C", "C", "C", "H", "H", "H", "H", "H", "H", "H", "H", "H", "H", "H", "H", "H", "H", "H", "H", "H", "H", "H", "H", "H", "H", "H", "H", "H", "H", "H"], "positions_angstrom": [[0.1025, -0.7809, -0.8385], [4.5191, 2.1384, 1.4849], [3.1420, 1.6344, 1.8107], [2.0481, 2.4922, 1.8410], [0.7921, 2.0365, 2.2254], [0.6212, 0.7081, 2.5828], [1.6988, -0.1745, 2.5091], [2.9445, 0.2917, 2.1289], [5.2013, 1.9188, 2.3069], [4.5199, 3.2141, 1.3177], [4.9127, 1.6436, 0.5965], [2.1896, 3.5417, 1.6077], [-0.0298, 2.7376, 2.3151], [-0.3058, 0.3923, 3.0390], [1.5980, -1.1976, 2.8508], [3.7963, -0.3789, 2.1306], [-0.3527, -5.3118, -0.9521], [-1.6084, -5.3208, -1.4366], [-2.1654, -6.5605, -1.7377], [-3.4550, -6.6498, -2.2119], [-4.2331, -5.5017, -2.3914], [-3.6986, -4.2718, -2.1128], [-2.3749, -4.1451, -1.6386], [-1.8171, -2.8263, -1.4403], [-0.5264, -2.6643, -1.2198], [-2.6320, -1.7773, -1.5480], [-1.9589, -0.6080, -1.4735], [-2.5283, 0.5339, -1.6474], [-1.6411, 1.6859, -1.5492], [-2.0103, 2.9641, -1.9308], [-1.0699, 3.9834, -1.8599], [0.2070, 3.6912, -1.4107], [0.5088, 2.3900, -1.0447], [-0.3944, 1.4048, -1.0903], [-0.0591, -4.3979, -0.8633], [-1.5515, -7.4401, -1.6002], [-3.8654, -7.6210, -2.4527], [-5.2448, -5.5884, -2.7608], [-4.2641, -3.3656, -2.2699], [-3.5843, 0.6397, -1.8754], [-3.0081, 3.1492, -2.3041], [-1.3318, 4.9878, -2.1638], [0.9653, 4.4582, -1.3482], [1.4959, 2.1179, -0.7062], [-2.7489, 0.1751, 1.6002], [-1.9644, -1.0764, 1.7600], [-0.8600, -1.3948, 1.0865], [-0.4494, -2.6244, 1.5808], [-1.3116, -3.0325, 2.5379], [-2.2622, -2.0426, 2.6457], [-3.3382, -1.9989, 3.6518], [-3.0576, -2.8763, 4.7255], [-3.7918, -4.0224, 4.8817], [-3.3066, -4.7021, 5.8274], [-2.2006, -4.0545, 6.3438], [-1.2987, -4.4229, 7.3416], [-0.2389, -3.5752, 7.5765], [-0.0783, -2.3787, 6.8597], [-0.9693, -1.9901, 5.8803], [-2.0272, -2.8590, 5.6302], [-2.1621, 0.9112, 1.0565], [-3.0109, 0.6010, 2.5698], [-3.6861, -0.0107, 1.0703], [0.4497, -3.1101, 1.2397], [-1.3292, -3.9340, 3.1240], [-4.2799, -2.3244, 3.2088], [-3.4372, -0.9698, 4.0007], [-1.4366, -5.3434, 7.8912], [0.4936, -3.8350, 8.3280], [0.7676, -1.7440, 7.0870], [-0.8498, -1.0535, 5.3491], [-0.3982, -2.0184, -4.3129], [0.5154, -0.8030, -4.1737], [1.7298, -0.9525, -5.0782], [-0.2260, 0.4855, -4.5178], [0.9335, -0.7051, -2.7581], [2.5521, -0.2974, -2.1294], [1.9818, -0.2326, -0.6285], [2.9249, 1.0931, -2.8152], [4.0737, 1.7424, -3.4400], [4.9516, 2.3247, -2.3419], [3.4941, 2.8512, -4.3100], [4.8867, 0.7680, -4.2849], [3.5503, -1.5099, -2.4797], [3.9031, -2.7757, -1.8481], [5.1343, -2.5140, -0.9890], [2.7593, -3.3329, -1.0033], [4.2223, -3.7321, -2.9885], [-0.5453, -2.2561, -5.3647], [-1.3794, -1.8274, -3.8781], [0.0532, -2.8877, -3.8329], [1.4045, -1.1658, -6.0937], [2.3783, -1.7599, -4.7387], [2.3018, -0.0275, -5.0838], [-0.4198, 0.5261, -5.5885], [0.3853, 1.3482, -4.2429], [-1.1812, 0.5370, -3.9965], [4.3719, 2.9771, -1.6880], [5.7554, 2.9061, -2.7907], [5.3940, 1.5217, -1.7495], [3.0005, 3.6052, -3.6956], [2.7692, 2.4429, -5.0152], [4.2961, 3.3264, -4.8728], [5.1698, -0.1041, -3.6981], [5.7900, 1.2679, -4.6305], [4.3317, 0.4346, -5.1600], [4.9101, -1.7396, -0.2521], [5.9525, -2.1684, -1.6201], [5.4479, -3.4215, -0.4750], [2.5844, -2.6934, -0.1348], [3.0191, -4.3340, -0.6614], [1.8623, -3.3908, -1.6223], [4.9703, -3.2838, -3.6413], [3.3338, -3.9483, -3.5839], [4.6168, -4.6675, -2.5939]], "charge": 2, "max_force_ev_per_a": 2.157, "de_lowest_kj_mol": 43.9, "orbital_gap_ev": 6.2}

---

{"formula": "C30H31N8O13S2Y", "method": "ωB97M-V/def2-TZVPD", "species": ["Y", "O", "N", "O", "C", "C", "C", "C", "C", "C", "N", "C", "C", "N", "C", "C", "C", "C", "H", "H", "H", "H", "H", "H", "H", "N", "C", "C", "C", "O", "O", "H", "H", "H", "H", "H", "H", "C", "O", "C", "O", "N", "N", "H", "H", "H", "H", "H", "H", "O", "C", "N", "S", "O", "O", "C", "C", "C", "C", "C", "C", "H", "H", "H", "H", "C", "C", "C", "C", "C", "C", "N", "H", "H", "H", "H", "H", "H", "H", "H", "O", "S", "O", "O", "O"], "positions_angstrom": [[0.6680, 0.5269, -0.1851], [-5.5175, 1.0909, 5.2521], [-5.1263, 0.2919, 4.4186], [-5.6086, -0.8201, 4.2765], [-3.9922, 0.6843, 3.5587], [-3.8039, 2.0157, 3.4272], [-2.7866, 2.5212, 2.5688], [-2.5556, 3.9015, 2.4169], [-1.5546, 4.3148, 1.5877], [-0.7925, 3.3410, 0.9209], [-1.0097, 2.0478, 1.0343], [-1.9877, 1.6269, 1.8508], [-2.1818, 0.1995, 2.0087], [-1.3346, -0.5976, 1.3316], [-1.3713, -1.8893, 1.5602], [-2.2889, -2.4726, 2.4458], [-3.1982, -1.6870, 3.0952], [-3.1707, -0.2935, 2.8823], [-4.4434, 2.7013, 3.9650], [-3.1682, 4.6071, 2.9657], [-1.3201, 5.3582, 1.4415], [0.0125, 3.6360, 0.2620], [-0.6377, -2.4900, 1.0393], [-2.2635, -3.5420, 2.6065], [-3.9148, -2.1227, 3.7708], [-2.9321, 0.1451, -1.2307], [-3.1904, 1.1362, -2.2705], [-2.6918, 2.5142, -1.8799], [-1.1799, 2.7539, -1.9388], [-0.8169, 3.9076, -2.1706], [-0.3819, 1.7777, -1.6897], [-2.6646, -0.7426, -1.6396], [-3.7411, 0.0023, -0.6393], [-4.2605, 1.2061, -2.5211], [-2.6771, 0.8129, -3.1701], [-3.0145, 2.7441, -0.8572], [-3.1378, 3.2772, -2.5238], [3.6436, -1.7467, 2.1081], [3.0603, -1.0337, 3.1733], [1.9938, -0.1991, 2.8139], [1.4371, -0.4050, 1.6758], [1.1392, -0.2595, 3.9767], [0.0560, 0.6713, 3.9360], [4.3583, -2.4337, 2.5637], [4.1697, -1.0797, 1.4184], [2.8964, -2.3143, 1.5516], [1.7552, -0.0779, 4.7681], [0.4006, 1.6335, 3.9547], [-0.4992, 0.4914, 4.7652], [0.7245, -3.2630, -0.2247], [0.5011, -2.8109, -1.3407], [0.2074, -1.5172, -1.6403], [-0.1231, -1.3488, -3.2427], [-1.5492, -1.2241, -3.4529], [0.7324, -0.4151, -3.9020], [0.2861, -3.0048, -3.7006], [0.2862, -3.5986, -4.9483], [0.6066, -4.9488, -5.0048], [0.9067, -5.6649, -3.8454], [0.8948, -5.0445, -2.6038], [0.5788, -3.6974, -2.5562], [0.0566, -3.0320, -5.8399], [0.6281, -5.4527, -5.9631], [1.1565, -6.7160, -3.9210], [1.1312, -5.5718, -1.6900], [2.5141, 3.0382, -2.1515], [3.1169, 1.6731, -2.2485], [4.1949, 1.3308, -3.0393], [4.4479, -0.0437, -2.7979], [3.5017, -0.4474, -1.8795], [3.3809, -1.8156, -1.2921], [2.6699, 0.5909, -1.5314], [3.1420, 3.7297, -2.7206], [2.4817, 3.3932, -1.1195], [1.5004, 3.0906, -2.5483], [4.7323, 2.0036, -3.6920], [5.2246, -0.6640, -3.2222], [4.3563, -2.1843, -0.9580], [2.9940, -2.5498, -2.0089], [2.7236, -1.8333, -0.4241], [2.7571, 1.1755, 2.8381], [2.3142, 2.5196, 2.1524], [1.2191, 3.0901, 2.9337], [1.8306, 2.1534, 0.7964], [3.4987, 3.3282, 2.1134]], "charge": -2, "max_force_ev_per_a": 0.500, "de_lowest_kj_mol": 153.7, "orbital_gap_ev": 4.0}

---

{"formula": "C19H38Cl2FN3O2PS", "method": "ωB97M-V/def2-TZVPD", "species": ["C", "C", "C", "Cl", "C", "N", "P", "S", "C", "C", "F", "C", "C", "C", "C", "C", "C", "C", "Cl", "H", "H", "H", "H", "H", "H", "H", "H", "H", "H", "H", "H", "H", "H", "H", "H", "H", "H", "H", "H", "H", "H", "H", "H", "C", "O", "N", "C", "C", "H", "H", "H", "H", "H", "H", "H", "C", "O", "N", "C", "C", "H", "H", "H", "H", "H", "H", "H"], "positions_angstrom": [[-2.6037, -0.8188, 3.3602], [-1.0635, -0.7473, 3.3726], [-0.5233, 0.6517, 2.9848], [0.6103, 1.3597, 4.1628], [0.1968, 0.6606, 1.6697], [-0.2327, 1.3822, 0.6745], [-1.6025, 2.5075, 0.6991], [-3.3175, 1.6881, 0.5539], [0.5785, 1.1574, -0.5774], [-0.2567, 1.2017, -1.8484], [-0.3223, 2.5429, -2.2367], [0.3001, 0.4034, -3.0035], [-0.6243, 0.4645, -4.2304], [1.2122, -0.1875, -0.2427], [1.4584, -0.0671, 1.2614], [2.0242, -1.3226, 1.9281], [3.0076, -1.1461, 3.0887], [4.2850, -0.4088, 2.6876], [5.6149, -0.8242, 3.7832], [-2.9812, -1.0985, 4.3435], [-2.9527, -1.5797, 2.6597], [-3.0668, 0.1229, 3.0580], [-0.6755, -0.9693, 4.3647], [-0.6706, -1.4813, 2.6735], [-1.3694, 1.3423, 2.9525], [-1.1784, 3.3746, -0.3036], [-1.3208, 3.2009, 1.8791], [1.3404, 1.9442, -0.6264], [-1.2883, 0.8900, -1.6434], [0.4264, -0.6395, -2.7032], [1.2802, 0.8150, -3.2645], [-0.3426, 1.2729, -4.9015], [-0.6087, -0.4809, -4.7728], [-1.6630, 0.6419, -3.9347], [2.1093, -0.4135, -0.8195], [0.4578, -0.9632, -0.4255], [2.2071, 0.7382, 1.3879], [2.5646, -1.8318, 1.1281], [1.2417, -2.0153, 2.2297], [2.5648, -0.6596, 3.9582], [3.2813, -2.1558, 3.4080], [4.1672, 0.6770, 2.7068], [4.6050, -0.7106, 1.6947], [4.6240, -3.3180, -0.6770], [3.6656, -2.6525, -1.0489], [5.8487, -2.8096, -0.4874], [6.9607, -3.5976, 0.0111], [6.0321, -1.4019, -0.7900], [4.5519, -4.3935, -0.4577], [7.3313, -3.1889, 0.9520], [7.7784, -3.6150, -0.7101], [6.6281, -4.6190, 0.1826], [5.3319, -0.8083, -0.2076], [5.8243, -1.2104, -1.8429], [7.0473, -1.0973, -0.5529], [-7.5156, 0.5340, -2.3185], [-6.5749, -0.2172, -2.1430], [-7.4123, 1.8771, -2.3001], [-8.5475, 2.7530, -2.4999], [-6.0935, 2.4343, -2.0658], [-8.5405, 0.1750, -2.5044], [-8.4007, 3.3909, -3.3733], [-8.7088, 3.3892, -1.6277], [-9.4404, 2.1518, -2.6582], [-5.4018, 2.1028, -2.8415], [-5.7094, 2.0826, -1.1087], [-6.1485, 3.5201, -2.0666]], "charge": 1, "max_force_ev_per_a": 0.731, "de_lowest_kj_mol": 0.0, "orbital_gap_ev": 6.9}

---

{"formula": "C2HNO4", "method": "ωB97M-V/def2-TZVPD", "species": ["O", "C", "O", "C", "N", "O", "O", "H"], "positions_angstrom": [[0.2569, -2.1233, -1.8847], [0.4686, -1.4821, -0.9386], [1.1590, -1.0998, 0.0423], [0.1704, -0.1148, -0.3935], [0.8109, 1.0199, -1.1180], [1.6263, 0.7196, -1.9759], [0.3619, 2.0806, -0.7068], [-0.4490, 0.3935, 0.4433]], "charge": 0, "smiles": "O=C1O[C@H]1[N+](=O)[O-]", "max_force_ev_per_a": 4.172, "de_lowest_kj_mol": 429.9, "orbital_gap_ev": 10.5}